No. 1
173
Properties=species:S:1:pos:R:3 method="wB97M-V/def2-TZVPD" total_charge=0 homo_energy_ev=-7.51 spin_multiplicity=1
Mg 1.043 -2.528 0.718
O -0.370 -1.859 -0.502
C -0.303 -0.419 -0.326
C 0.573 0.157 0.882
O 1.629 -0.699 1.458
H -1.316 -0.020 -0.374
H 0.172 -0.015 -1.220
H -0.100 0.502 1.667
H 0.989 1.096 0.517
C -4.433 -2.367 0.295
C -4.163 -3.432 -0.744
C -2.824 -4.138 -0.546
O -3.162 -5.517 -0.689
C -4.482 -5.645 -0.812
O -4.964 -6.717 -1.028
O -5.094 -4.453 -0.674
H -5.288 -1.729 0.071
H -3.549 -1.747 0.443
H -4.489 -2.915 1.236
H -4.138 -2.951 -1.722
H -2.396 -3.826 0.406
H -2.064 -3.882 -1.284
C -3.474 7.411 -1.020
C -2.479 6.339 -0.695
C -2.613 4.967 -1.336
O -1.289 4.712 -1.781
C -0.547 5.833 -1.856
O 0.548 5.967 -2.334
O -1.174 6.763 -1.121
H -3.552 7.402 -2.107
H -3.192 8.355 -0.554
H -4.393 7.064 -0.549
H -2.385 6.136 0.371
H -3.301 4.870 -2.176
H -3.053 4.277 -0.616
C 3.312 0.859 5.990
C 2.639 1.952 5.204
C 1.892 1.402 4.131
O 0.653 1.981 4.235
C 0.542 2.703 5.369
O -0.463 3.414 5.685
O 1.673 2.544 6.026
H 3.651 1.109 6.995
H 4.234 0.492 5.540
H 2.676 -0.016 6.129
H 3.262 2.801 4.923
H 1.758 0.321 4.148
H 2.359 1.656 3.179
C 1.476 2.303 -3.513
C 2.806 2.756 -4.120
C 3.674 3.605 -3.144
O 4.933 3.104 -3.339
C 4.894 1.902 -3.952
O 5.874 1.212 -4.122
O 3.647 1.617 -4.384
H 1.604 1.840 -2.535
H 1.009 1.583 -4.186
H 1.011 3.288 -3.482
H 2.619 3.211 -5.092
H 3.289 3.555 -2.126
H 3.521 4.654 -3.398
C 1.090 -3.946 -3.707
C 0.133 -2.780 -3.972
C 0.579 -1.367 -4.159
O 0.244 -1.027 -5.491
C -0.517 -2.051 -6.063
O -1.088 -1.897 -7.144
O -0.549 -3.123 -5.196
H 0.805 -4.902 -4.146
H 1.329 -3.980 -2.644
H 1.978 -3.561 -4.210
H -0.575 -2.803 -3.144
H 1.649 -1.358 -3.952
H 0.086 -0.646 -3.507
C -7.171 0.686 0.169
C -7.641 -0.290 -0.888
C -9.089 0.035 -1.401
O -8.795 0.400 -2.727
C -7.567 0.136 -3.075
O -7.066 0.399 -4.124
O -6.871 -0.145 -1.995
H -7.154 1.573 -0.464
H -6.161 0.588 0.564
H -7.890 0.770 0.984
H -7.470 -1.322 -0.583
H -9.450 0.841 -0.763
H -9.653 -0.874 -1.188
C 4.507 1.326 1.073
C 5.996 1.316 0.772
C 6.324 2.405 -0.225
O 7.410 3.068 0.349
C 7.732 2.496 1.511
O 8.675 2.880 2.204
O 6.795 1.687 1.881
H 4.100 2.256 1.469
H 4.326 0.532 1.797
H 3.959 0.937 0.214
H 6.257 0.398 0.246
H 5.440 2.991 -0.480
H 6.661 1.865 -1.110
C -3.438 -0.915 -3.488
C -3.627 0.573 -3.182
C -2.359 1.353 -2.881
O -2.468 2.523 -3.608
C -3.494 2.366 -4.524
O -3.779 3.227 -5.348
O -4.119 1.237 -4.351
H -2.819 -1.349 -2.703
H -2.923 -1.029 -4.442
H -4.406 -1.416 -3.515
H -4.341 0.650 -2.362
H -1.468 0.819 -3.212
H -2.327 1.515 -1.804
C -1.897 -4.024 4.192
S -1.257 -2.605 3.141
O -0.293 -3.170 2.052
C -0.138 -1.874 4.409
H -2.363 -4.813 3.602
H -2.682 -3.670 4.860
H -1.143 -4.477 4.837
H 0.324 -2.728 4.906
H -0.626 -1.306 5.201
H 0.718 -1.338 3.999
C 4.114 -2.351 3.558
S 3.116 -3.808 3.116
O 2.254 -3.443 1.930
C 4.389 -4.974 2.601
H 4.400 -2.435 4.606
H 3.554 -1.423 3.442
H 5.033 -2.257 2.979
H 4.020 -5.391 1.664
H 4.652 -5.696 3.373
H 5.318 -4.437 2.407
C 4.175 -2.137 -2.616
S 3.761 -3.141 -1.149
O 2.486 -2.550 -0.697
C 5.086 -2.483 -0.067
H 5.215 -1.941 -2.879
H 3.566 -1.233 -2.622
H 3.771 -2.748 -3.423
H 5.063 -2.972 0.907
H 5.123 -1.397 0.017
H 6.073 -2.676 -0.488
C 0.266 -6.744 -0.980
S 1.033 -5.895 0.400
O 0.884 -4.403 0.041
C -0.260 -6.238 1.736
H 0.082 -7.794 -0.751
H 0.878 -6.627 -1.874
H -0.708 -6.320 -1.225
H -0.575 -7.280 1.672
H -1.086 -5.674 1.303
H 0.054 -5.874 2.714
C -3.077 0.488 3.238
S -4.069 1.997 3.073
O -4.549 2.333 4.484
C -2.633 3.083 2.905
H -3.611 -0.332 3.720
H -2.207 0.829 3.799
H -2.646 0.211 2.276
H -2.495 3.572 3.869
H -2.845 3.899 2.214
H -1.636 2.673 2.741
C 3.220 5.355 2.452
S 1.848 4.171 1.920
O 0.522 4.896 2.149
C 2.113 4.151 0.136
H 4.202 4.951 2.205
H 3.146 5.779 3.453
H 3.137 6.155 1.716
H 1.932 5.059 -0.439
H 1.457 3.374 -0.256
H 3.095 3.788 -0.168

No. 2
174
Properties=species:S:1:pos:R:3 method="wB97M-V/def2-TZVPD" total_charge=0 homo_energy_ev=-8.56 spin_multiplicity=1
C 2.151 15.041 16.505
C 0.769 15.055 17.290
C 0.046 13.755 17.591
O 0.244 13.548 18.992
C 0.428 14.706 19.539
O 0.332 15.000 20.705
O 0.914 15.606 18.605
H 2.355 14.273 15.759
H 2.812 14.874 17.355
H 2.389 16.002 16.050
H 0.124 15.600 16.600
H 0.613 13.112 16.918
H -1.025 13.680 17.400
C -1.136 21.651 14.407
C -1.430 21.529 12.932
C -0.674 22.358 12.002
O -0.495 21.547 10.896
C -0.647 20.273 11.263
O -0.437 19.215 10.633
O -0.920 20.265 12.556
H -0.143 22.057 14.602
H -1.331 20.718 14.937
H -1.838 22.378 14.814
H -2.478 21.647 12.657
H 0.317 22.553 12.411
H -1.095 23.316 11.694
C -6.812 14.074 17.487
C -5.768 13.061 17.011
C -4.629 13.701 16.199
O -3.492 12.859 16.486
C -3.761 12.275 17.646
O -2.934 11.665 18.215
O -4.954 12.517 18.102
H -7.243 14.730 16.732
H -6.357 14.648 18.295
H -7.614 13.614 18.065
H -6.145 12.175 16.502
H -4.237 14.668 16.514
H -4.944 13.656 15.157
C -4.431 14.845 9.490
C -3.325 13.714 9.411
C -3.148 12.856 10.621
O -3.169 11.526 10.092
C -3.619 11.472 8.856
O -3.773 10.554 8.015
O -3.890 12.798 8.473
H -3.832 15.661 9.894
H -5.201 14.500 10.180
H -4.874 15.104 8.528
H -2.374 14.170 9.137
H -3.827 13.033 11.456
H -2.171 12.956 11.095
C 3.860 15.216 10.767
C 4.814 16.150 10.056
C 4.968 17.557 10.743
O 6.141 17.496 11.596
C 6.841 16.388 11.367
O 7.820 16.047 11.906
O 6.126 15.654 10.407
H 2.850 15.330 10.372
H 3.905 15.143 11.854
H 3.906 14.167 10.474
H 4.600 16.195 8.989
H 4.144 17.906 11.367
H 5.132 18.501 10.224
C 3.226 10.309 7.356
C 2.859 11.896 7.243
C 2.615 12.399 5.830
O 1.307 13.011 5.795
C 0.759 12.814 7.045
O -0.392 13.135 7.419
O 1.572 12.023 7.776
H 4.270 10.023 7.232
H 2.539 9.867 6.634
H 3.012 9.907 8.346
H 3.692 12.413 7.720
H 2.593 11.554 5.142
H 3.298 13.174 5.482
C 1.007 9.158 12.864
C 1.287 9.433 11.434
C 1.558 10.941 11.149
O 2.910 11.076 10.984
C 3.495 9.931 11.043
O 4.707 9.834 10.940
O 2.580 8.983 11.173
H 0.972 9.995 13.562
H 1.614 8.362 13.296
H 0.058 8.623 12.858
H 0.649 8.952 10.693
H 1.248 11.427 12.074
H 1.136 11.374 10.242
C -5.079 18.299 17.525
C -3.552 18.515 17.971
C -2.964 17.231 18.588
O -1.604 17.502 18.297
C -1.475 18.306 17.193
O -0.425 18.460 16.498
O -2.720 18.787 16.900
H -5.628 18.008 18.421
H -5.075 17.571 16.714
H -5.548 19.114 16.974
H -3.390 19.248 18.761
H -3.415 16.325 18.182
H -3.206 17.454 19.627
C -4.766 16.405 13.171
S -5.712 18.052 12.874
O -6.199 18.445 14.278
C -4.454 19.254 12.415
H -5.555 15.658 13.260
H -3.948 16.410 13.892
H -4.296 16.153 12.220
H -4.800 20.288 12.402
H -3.944 18.919 11.511
H -3.735 19.121 13.223
C 2.018 19.169 18.323
S 2.638 18.515 16.726
O 4.094 18.015 16.943
C 2.657 20.023 15.701
H 1.465 20.087 18.126
H 2.780 19.312 19.090
H 1.239 18.504 18.695
H 3.401 20.701 16.118
H 1.702 20.538 15.808
H 2.951 19.993 14.652
C -4.588 18.762 5.776
S -5.165 18.073 7.481
O -3.834 17.796 8.240
C -5.811 19.769 8.063
H -3.893 18.036 5.355
H -3.905 19.610 5.812
H -5.488 18.783 5.160
H -6.708 20.022 7.498
H -4.966 20.445 7.932
H -6.082 19.504 9.085
C 3.379 22.970 13.161
S 4.130 21.707 12.274
O 3.164 20.943 11.318
C 4.936 22.741 11.128
H 2.788 23.387 12.345
H 3.950 23.809 13.559
H 2.612 22.635 13.859
H 5.715 22.163 10.631
H 5.465 23.586 11.569
H 4.232 23.047 10.353
C -0.907 20.134 7.090
S 0.091 18.955 6.039
O -0.440 19.072 4.657
C -0.504 17.339 6.671
H -1.038 19.631 8.049
H -1.917 20.422 6.802
H -0.290 20.977 7.402
H -0.231 16.459 6.090
H -1.574 17.443 6.489
H -0.135 17.079 7.663
C -0.288 17.050 13.295
S -0.338 15.472 12.395
O -1.559 14.896 13.086
C -0.665 15.814 10.605
H -0.164 16.770 14.341
H -1.234 17.589 13.238
H 0.507 17.762 13.071
H -0.594 14.897 10.019
H -0.096 16.664 10.229
H -1.664 16.246 10.534
C -2.541 9.810 14.124
S -4.245 9.253 14.570
O -5.211 10.378 14.906
C -4.699 8.662 12.920
H -2.121 10.114 15.083
H -2.576 10.676 13.463
H -1.848 9.147 13.607
H -3.911 8.790 12.178
H -5.470 9.335 12.547
H -4.938 7.603 12.820